# 1
Density functional theory data (ωB97M-V with the def2-TZVPD basis set) for a 9-piece molecular cluster, C38H82N4 overall at a distorted geometry.

Each line ends with the Löwdin charge.
Positions of all 124 atoms, in Å:
C1 -3.783 -2.621 5.160  -0.130
C2 -2.444 -3.238 4.951  -0.279
C3 -1.401 -2.185 4.443  -0.237
C4 -0.027 -2.771 4.156  -0.222
C5 0.875 -1.720 3.362  -0.249
C6 2.221 -2.385 3.164  -0.120
H1 -3.769 -1.941 6.016  0.070
H2 -4.648 -3.287 5.233  0.074
H3 -3.922 -1.858 4.336  0.070
H4 -2.165 -3.715 5.866  0.097
H5 -2.445 -3.964 4.152  0.099
H6 -1.153 -1.434 5.249  0.126
H7 -1.923 -1.696 3.572  0.084
H8 0.502 -3.053 5.097  0.117
H9 -0.198 -3.735 3.596  0.121
H10 0.363 -1.486 2.430  0.077
H11 0.883 -0.773 3.933  0.103
H12 2.596 -2.617 4.176  0.082
H13 2.061 -3.261 2.581  0.063
H14 2.928 -1.724 2.639  0.045
C7 -0.407 -6.787 -2.354  -0.121
C8 -0.404 -5.440 -3.077  -0.276
C9 -0.498 -5.243 -4.582  -0.222
C10 -0.528 -3.759 -4.960  -0.261
C11 -0.250 -3.506 -6.440  -0.238
C12 -0.377 -1.924 -6.565  -0.114
H15 0.202 -7.599 -2.780  0.069
H16 -1.392 -7.236 -2.387  0.060
H17 -0.105 -6.739 -1.301  0.071
H18 -1.146 -4.871 -2.556  0.089
H19 0.574 -4.908 -2.776  0.122
H20 -1.293 -5.712 -5.181  0.119
H21 0.487 -5.611 -4.941  0.117
H22 -1.454 -3.335 -4.647  0.105
H23 0.285 -3.207 -4.453  0.092
H24 0.697 -3.933 -6.851  0.115
H25 -1.046 -3.922 -7.077  0.099
H26 0.509 -1.407 -6.130  0.060
H27 -0.464 -1.473 -7.603  0.080
H28 -1.230 -1.563 -6.038  0.046
C13 -1.429 -0.543 -0.202  -0.103
C14 -2.050 -0.569 1.202  -0.286
C15 -3.536 -0.156 1.169  -0.219
C16 -3.631 1.280 0.661  -0.248
C17 -4.932 1.978 1.096  -0.274
C18 -4.956 3.459 0.767  -0.128
H29 -2.028 -1.347 -0.713  0.093
H30 -0.435 -0.998 -0.278  0.050
H31 -1.495 0.373 -0.751  0.031
H32 -2.045 -1.663 1.572  0.119
H33 -1.596 0.107 1.928  0.088
H34 -3.864 -0.133 2.245  0.110
H35 -4.080 -0.839 0.550  0.105
H36 -2.682 1.824 0.948  0.093
H37 -3.620 1.268 -0.439  0.115
H38 -5.754 1.454 0.561  0.118
H39 -5.057 1.784 2.146  0.084
H40 -4.102 3.968 1.332  0.080
H41 -4.880 3.739 -0.290  0.068
H42 -5.809 4.045 1.253  0.084
C19 1.696 2.807 2.764  -0.112
C20 0.799 2.819 3.991  -0.260
C21 -0.407 3.745 3.785  -0.230
C22 -1.586 3.630 4.674  -0.239
C23 -2.376 2.343 4.402  -0.276
C24 -3.571 2.048 5.304  -0.104
H43 2.003 3.836 2.532  0.077
H44 1.207 2.464 1.818  0.064
H45 2.610 2.230 3.018  0.076
H46 0.465 1.821 4.222  0.074
H47 1.342 3.075 4.888  0.106
H48 -0.781 3.491 2.790  0.107
H49 -0.037 4.752 3.915  0.114
H50 -1.365 3.625 5.738  0.109
H51 -2.217 4.537 4.605  0.121
H52 -2.663 2.323 3.370  0.075
H53 -1.622 1.512 4.496  0.107
H54 -4.428 2.716 5.075  0.076
H55 -3.932 1.000 5.099  0.073
H56 -3.243 2.224 6.332  0.069
C25 1.863 3.917 -5.063  -0.123
C26 1.692 4.103 -3.570  -0.290
C27 0.409 4.794 -3.107  -0.215
C28 0.464 5.050 -1.589  -0.212
C29 0.404 3.775 -0.732  -0.272
C30 -0.922 3.096 -0.658  -0.122
H57 1.565 4.755 -5.664  0.057
H58 1.187 3.116 -5.406  0.077
H59 2.873 3.642 -5.361  0.060
H60 1.783 3.112 -3.153  0.063
H61 2.537 4.745 -3.201  0.124
H62 -0.461 4.178 -3.370  0.108
H63 0.256 5.684 -3.752  0.113
H64 1.356 5.616 -1.252  0.112
H65 -0.411 5.690 -1.260  0.119
H66 1.262 3.175 -0.998  0.084
H67 0.606 4.088 0.300  0.089
H68 -1.327 2.558 -1.536  0.082
H69 -0.911 2.302 0.097  0.041
H70 -1.722 3.749 -0.416  0.059
C31 6.294 -3.238 -0.268  -0.077
C32 6.325 -2.447 -1.495  -0.263
N1 6.166 -1.724 -2.379  0.139
H71 6.358 -2.566 0.563  0.081
H72 7.002 -4.010 -0.368  0.062
H73 5.329 -3.729 -0.230  0.054
C33 2.567 -1.844 -3.278  -0.061
C34 1.988 -0.559 -2.863  -0.237
N2 1.431 0.360 -2.421  0.181
H74 3.625 -1.934 -3.156  0.042
H75 2.344 -2.071 -4.266  0.042
H76 2.162 -2.621 -2.623  0.073
C35 4.809 1.306 -3.550  -0.058
C36 4.675 2.044 -2.244  -0.256
N3 4.660 2.520 -1.203  0.129
H77 3.863 1.332 -4.073  0.054
H78 5.005 0.258 -3.356  0.021
H79 5.707 1.623 -4.075  0.082
C37 2.644 0.098 0.479  -0.065
C38 3.107 -1.203 0.009  -0.249
N4 3.417 -2.280 -0.270  0.173
H80 2.867 0.911 -0.180  0.031
H81 2.964 0.250 1.515  0.077
H82 1.562 -0.010 0.438  0.062

Computed properties:
SMILES   CCCCCC.CCCCCC.CCCCCC.CCCCCC.CCCCCC.CC#N.CC#N.CC#N.CC#N
Strongest force on any atom   0.058 hartree/bohr
Gap between HOMO and LUMO   0.406 hartree

# 2
Density functional theory data (ωB97M-V with the def2-TZVPD basis set) for a 2-piece molecular cluster, C5H10 overall at a distorted geometry.

Each line ends with the Löwdin charge.
Positions of all 15 atoms, in Å:
C1 2.927 0.503 0.953  -0.092
C2 2.467 -0.701 1.477  -0.092
H1 4.011 0.589 0.773  0.038
H2 2.153 1.101 0.414  0.045
H3 3.052 -1.630 1.212  0.059
H4 1.444 -0.689 1.972  0.045
C3 -2.138 0.135 -1.815  -0.150
C4 -1.238 0.334 -0.616  -0.254
C5 -1.688 0.015 0.612  -0.028
H5 -2.148 -0.977 -2.249  0.115
H6 -3.172 0.490 -1.562  0.073
H7 -1.841 0.829 -2.650  0.064
H8 -0.133 0.450 -0.697  0.084
H9 -0.961 -0.138 1.389  0.022
H10 -2.737 -0.311 0.789  0.070

Computed properties:
SMILES   C=CC.C=C
Strongest force on any atom   0.060 hartree/bohr
Gap between HOMO and LUMO   0.383 hartree
Energy above the lowest of the compared OMol25 structures with the same formula, charge and spin   77.38 kcal per mole

# 3
Density functional theory data (ωB97M-V with the def2-TZVPD basis set) for a single C6H5NO3 molecule at a distorted geometry.

Each line ends with the Löwdin charge.
Positions of all 15 atoms, in Å:
C1 0.370 -1.372 -0.906  -0.345
C2 1.097 -0.999 0.212  0.001
C3 0.707 0.116 1.079  0.027
C4 -0.244 0.842 0.437  -0.150
C5 -1.050 0.588 -0.593  -0.052
C6 -0.815 -0.625 -1.161  -0.009
H1 1.331 -2.952 -1.213  0.116
H2 2.094 -1.434 0.193  0.116
H3 1.149 0.367 2.094  0.147
H4 -1.896 1.239 -0.923  0.149
H5 -1.499 -0.927 -2.078  0.161
N1 -0.643 2.173 1.310  -0.311
O1 0.767 -2.357 -1.722  0.072
O2 -1.562 2.905 1.069  0.076
O3 0.195 2.436 2.202  0.003

Computed properties:
SMILES   O=[N+]([O-])c1ccc(O)cc1
Strongest force on any atom   0.127 hartree/bohr
Gap between HOMO and LUMO   0.356 hartree
Energy above the lowest of the compared OMol25 structures with the same formula, charge and spin   107.49 kcal per mole

# 4
Density functional theory data (ωB97M-V with the def2-TZVPD basis set) for a 2-piece molecular cluster, C2H8Si overall at a distorted geometry.

Each line ends with the Löwdin charge.
Positions of all 11 atoms, in Å:
C1 1.999 0.464 -0.142  0.050
C2 -0.414 -0.988 0.174  -0.249
Si1 -1.662 0.355 0.060  0.527
H1 2.018 0.087 0.960  0.030
H2 2.441 -0.244 -0.908  0.025
H3 1.705 1.402 -0.297  -0.078
H4 -0.009 -1.695 0.962  0.022
H5 0.152 -1.162 -0.751  -0.038
H6 -2.794 -0.201 -0.935  -0.051
H7 -1.322 1.512 -0.542  -0.140
H8 -2.114 0.470 1.420  -0.097

Computed properties:
Strongest force on any atom   0.126 hartree/bohr
Gap between HOMO and LUMO (spin up / spin down)   0.327 / 0.319 hartree
Energy above the lowest of the compared OMol25 structures with the same formula, charge and spin   107.30 kcal per mole

The lowest strongest force on any atom belongs to which entry? C38H82N4